[1]
A structure of composition C20H14BrClN6O2RuS2. Source: the OMol25 dataset; level of theory: the ωB97M-V functional and the def2-TZVPD basis.

Positions of all 47 atoms, in Å:
Ru 0.665 0.757 -1.880
S -1.071 2.264 -2.235
C -2.103 1.465 -1.056
N -3.079 2.072 -0.482
N -3.794 1.428 0.472
C -3.327 0.615 1.516
C -2.003 0.649 1.956
C -1.613 -0.149 3.016
C -2.525 -0.972 3.670
C -3.847 -0.978 3.251
C -4.247 -0.198 2.175
N -1.922 0.094 -0.843
N -0.850 -0.381 -1.251
C -0.725 -1.802 -1.052
C -1.333 -2.393 0.053
C -1.163 -3.750 0.258
C -0.406 -4.506 -0.630
C 0.188 -3.904 -1.728
C 0.034 -2.543 -1.945
H -4.673 1.885 0.631
H -1.266 1.267 1.465
H -0.577 -0.118 3.329
H -2.206 -1.599 4.492
H -4.574 -1.609 3.748
H -5.273 -0.234 1.826
H -1.899 -1.787 0.748
H -1.608 -4.216 1.128
H -0.264 -5.565 -0.450
H 0.804 -4.475 -2.410
H 0.497 -2.066 -2.799
Cl 0.873 0.181 -4.073
Br 6.806 2.532 0.259
C 5.024 2.785 -0.330
C 4.793 3.432 -1.537
N 3.572 3.660 -1.996
C 2.541 3.213 -1.276
C 2.684 2.533 -0.073
C 3.965 2.335 0.426
C 1.511 2.020 0.729
O 1.469 2.238 1.927
O 0.621 1.317 0.098
H 5.625 3.775 -2.142
H 1.552 3.428 -1.667
H 4.108 1.832 1.372
S 2.674 -0.482 -1.182
C 3.030 -1.625 -2.361
N 3.312 -2.425 -3.148

Energy above the lowest of the compared OMol25 structures with the same formula, charge and spin   0.0 kcal per mole
Electronic energy   -140822.80671 eV
Charge   -1
2S+1   2
Frontier orbital gap (alpha / beta)   6.51 / 6.47 eV

Results of the natural (NBO) charge analysis, in e, for atoms 1 through 6: 0.726, -0.051, 0.133, -0.224, -0.447, 0.231


[2]
An isolated molecule of CH5N3 at a distorted geometry. Source: the OMol25 dataset; level of theory: the ωB97M-V functional and the def2-TZVPD basis.

Positions of all 9 atoms, in Å:
C -0.002 0.298 0.001
H -1.873 -0.555 0.222
H -0.539 -1.673 -0.025
H 1.537 -1.087 0.006
H 1.966 0.633 -0.049
H -1.231 1.725 -0.019
N -0.910 -0.739 -0.080
N 1.308 -0.132 -0.015
N -0.256 1.530 -0.039

Energy above the lowest of the compared OMol25 structures with the same formula, charge and spin   9.1 kcal per mole
Electronic energy   -5588.58072 eV
Charge   0
Frontier orbital gap   9.69 eV

Results of the natural (NBO) charge analysis, in e, for atoms 1 through 6: 0.576, 0.397, 0.380, 0.383, 0.412, 0.333


[3]
The ion C4H6ClN2S with charge +1 at a distorted geometry. Source: the OMol25 dataset; level of theory: the ωB97M-V functional and the def2-TZVPD basis.

Positions of all 14 atoms, in Å:
C 0.143 -1.944 -0.117
C 1.559 -0.561 0.598
C -0.628 0.222 0.148
C -1.595 1.264 -0.024
N 0.675 0.453 0.463
N -0.849 -1.101 -0.162
S 3.229 -0.724 0.388
Cl 3.541 1.016 -0.687
H 0.188 -3.056 -0.073
H -2.299 1.517 0.816
H -1.102 2.139 -0.506
H -2.269 0.764 -0.831
H 1.150 1.360 0.619
H -1.742 -1.349 -0.633

Energy above the lowest of the compared OMol25 structures with the same formula, charge and spin   96.0 kcal per mole
Electronic energy   -30572.18154 eV
Charge   +1
Frontier orbital gap (alpha / beta)   7.02 / 7.02 eV

Results of the natural (NBO) charge analysis, in e, for atoms 1 through 6: 0.095, -0.072, 0.337, -0.668, -0.498, -0.496


[4]
A structure of composition C19H43CeOP3S2 at a distorted geometry. Source: the OMol25 dataset; level of theory: the ωB97M-V functional and the def2-TZVPD basis.

Positions of all 69 atoms, in Å:
Ce 0.833 0.848 0.399
P -0.508 -2.097 1.354
P 1.475 -1.445 -1.399
P -1.854 0.990 2.040
H -0.346 4.234 -3.446
C -0.588 4.667 -2.482
C 0.376 4.619 -1.422
H 1.404 4.367 -1.805
C -1.977 -2.816 0.502
C 0.501 -3.662 1.298
C -1.110 -2.368 3.076
C 2.455 -0.527 -2.651
C 2.536 -2.963 -1.255
C 0.107 -2.228 -2.423
C -2.318 2.778 1.815
C -2.020 0.955 3.871
C -3.477 0.235 1.605
H -1.505 5.248 -2.369
H 0.298 5.305 -0.562
H -2.254 -3.771 0.969
H -1.749 -2.984 -0.554
H -2.817 -2.122 0.572
H 0.044 -4.445 1.934
H 1.517 -3.464 1.674
H 0.561 -4.051 0.268
H -1.075 -3.445 3.323
H -2.143 -2.015 3.203
H -0.449 -1.832 3.772
H 2.786 -1.180 -3.477
H 3.361 -0.117 -2.165
H 1.901 0.329 -3.095
H 2.346 -3.655 -2.106
H 2.354 -3.521 -0.319
H 3.606 -2.660 -1.287
H 0.457 -2.366 -3.467
H -0.771 -1.553 -2.407
H -0.176 -3.213 -2.001
H -3.376 2.922 2.098
H -2.147 3.102 0.771
H -1.668 3.379 2.475
H -3.017 1.304 4.181
H -1.255 1.621 4.294
H -1.853 -0.064 4.233
H -4.319 0.916 1.839
H -3.653 -0.707 2.148
H -3.488 0.018 0.520
C -0.672 2.066 -2.478
C -2.030 1.754 -2.729
C -2.370 1.284 -3.979
C -1.448 1.442 -5.057
C -0.103 1.749 -4.783
C 0.282 2.109 -3.464
S -0.417 2.817 -0.932
H -1.016 1.083 -0.487
H -2.661 1.970 -1.882
H -3.290 0.738 -4.169
H -1.745 1.205 -6.086
H 0.629 1.713 -5.623
H 1.234 2.650 -3.279
C 3.132 -0.191 4.359
S 2.831 -1.053 2.832
C 4.496 -0.983 2.174
O 2.147 0.100 1.954
H 3.632 0.744 4.089
H 3.772 -0.881 4.914
H 2.193 0.021 4.876
H 4.897 -1.968 2.358
H 4.480 -0.726 1.105
H 5.022 -0.211 2.744

Electronic energy   -84884.85431 eV
Charge   +3
2S+1   2
Frontier orbital gap (alpha / beta)   6.58 / 6.66 eV

Results of the Mulliken charge analysis, in e, for atoms 1 through 6: 0.620, 0.689, 1.069, 0.944, 0.305, -0.280


[5]
A cluster of 2 separate species, C2H11N3 in total at a distorted geometry. Source: the OMol25 dataset; level of theory: the ωB97M-V functional and the def2-TZVPD basis.

Positions of all 16 atoms, in Å:
C 1.861 1.856 0.051
N 2.042 0.498 -0.446
H 2.120 1.962 1.103
H 2.458 2.602 -0.492
H 0.851 2.230 -0.145
H 2.915 0.405 -0.959
H 1.350 0.312 -1.161
N -0.749 -1.073 1.088
C -1.610 -0.300 0.295
N -1.844 -1.162 -0.929
H 0.230 -0.785 0.950
H -0.797 -0.863 2.086
H -1.132 0.632 -0.021
H -2.551 -0.091 0.794
H -1.052 -1.094 -1.570
H -1.851 -2.119 -0.553

Energy above the lowest of the compared OMol25 structures with the same formula, charge and spin   20.5 kcal per mole
Electronic energy   -6713.04147 eV
Charge   +1
2S+1   2
Frontier orbital gap (alpha / beta)   10.08 / 4.39 eV

Results of the natural (NBO) charge analysis, in e, for atoms 1 through 6: -0.430, -0.853, 0.202, 0.204, 0.179, 0.384


[6]
A cluster of 2 separate species, C4H10NO3PS2 in total at a distorted geometry. Source: the OMol25 dataset; level of theory: the ωB97M-V functional and the def2-TZVPD basis.

Positions of all 21 atoms, in Å:
C -0.531 0.134 -1.600
C -0.115 -2.138 1.058
C 1.604 1.275 1.886
C -1.325 -0.145 -0.371
N 0.837 -0.018 -1.585
O -1.068 -0.419 -2.708
O -0.742 -1.105 1.825
O 0.709 0.879 0.854
P -0.860 0.451 1.263
S -2.808 -0.763 -0.466
S -1.021 2.502 -2.236
H -0.438 -2.392 0.012
H -0.171 -2.894 1.761
H 0.945 -1.876 0.899
H 1.393 2.386 2.004
H 2.665 1.150 1.559
H 1.378 0.722 2.856
H 1.445 0.416 -0.960
H 1.109 -0.345 -2.444
H -1.937 -0.830 -2.550
H -1.068 3.009 -1.059

Energy above the lowest of the compared OMol25 structures with the same formula, charge and spin   42.2 kcal per mole
Electronic energy   -42899.69602 eV
Charge   0
Frontier orbital gap (alpha / beta)   6.52 / 6.53 eV

Results of the natural (NBO) charge analysis, in e, for atoms 1 through 6: 0.537, -0.268, -0.264, -0.567, -0.797, -0.704


[7]
A structure of composition C8H32InN16O8 at a distorted geometry. Source: the OMol25 dataset; level of theory: the ωB97M-V functional and the def2-TZVPD basis.

Positions of all 65 atoms, in Å:
In 0.546 0.160 -0.575
C 4.932 -1.733 2.378
O 4.111 -0.972 1.930
N 5.007 -1.993 3.624
N 5.836 -2.312 1.689
H 4.156 -1.684 4.073
H 5.449 -2.893 3.751
H 5.624 -2.276 0.702
H 6.563 -2.788 2.204
C -4.606 1.718 1.382
O -3.452 1.714 0.953
N -5.231 0.638 1.664
N -5.276 2.745 1.745
H -6.180 0.723 1.999
H -4.588 -0.138 1.591
H -6.161 2.648 2.224
H -4.946 3.696 1.828
C 1.591 1.672 -5.919
O 1.734 1.380 -4.786
N 0.914 2.687 -6.393
N 1.990 0.912 -6.926
H 0.643 2.625 -7.364
H 0.296 3.133 -5.729
H 2.563 0.122 -6.663
H 2.045 1.469 -7.766
C 0.093 4.196 3.253
O 0.638 3.449 2.480
N 0.622 5.264 3.719
N -1.155 4.100 3.667
H 1.571 5.445 3.426
H 0.118 5.978 4.225
H -1.513 5.006 3.933
H -1.780 3.331 3.472
C -0.394 -3.673 -4.817
O -0.284 -2.898 -3.941
N 0.428 -4.107 -5.739
N -1.413 -4.386 -4.888
H 1.302 -3.613 -5.845
H 0.054 -4.654 -6.501
H -1.221 -5.118 -5.557
H -2.182 -4.388 -4.234
C -0.899 5.498 -1.533
O -0.476 4.410 -1.611
N -0.684 6.449 -2.340
N -1.687 5.846 -0.537
H -0.060 6.292 -3.119
H -1.041 7.384 -2.208
H -2.029 6.796 -0.566
H -1.884 5.235 0.243
C -1.419 -1.778 4.065
O -0.700 -1.019 3.433
N -1.687 -1.689 5.309
N -2.000 -2.804 3.508
H -2.415 -2.330 5.589
H -1.548 -0.762 5.685
H -2.070 -2.947 2.510
H -2.511 -3.353 4.184
C 1.713 -5.323 1.001
O 1.297 -4.225 0.681
N 2.730 -5.896 0.532
N 1.230 -6.043 1.943
H 3.292 -5.594 -0.251
H 2.814 -6.875 0.768
H 0.590 -5.435 2.434
H 1.000 -7.024 2.009

Energy above the lowest of the compared OMol25 structures with the same formula, charge and spin   258.4 kcal per mole
Electronic energy   -54180.62810 eV
Charge   +3
Frontier orbital gap   1.71 eV

Results of the natural (NBO) charge analysis, in e, for atoms 1 through 6: 0.980, 0.730, -0.527, -0.756, -0.785, 0.420


[8]
A structure of composition C2H2I4S at a distorted geometry. Source: the OMol25 dataset; level of theory: the ωB97M-V functional and the def2-TZVPD basis.

Positions of all 9 atoms, in Å:
C -1.673 -0.128 -0.424
C 1.448 0.203 0.324
S 0.427 1.394 -0.440
I -1.720 -1.357 1.300
I -3.410 0.912 -0.822
I 1.511 -1.725 -0.627
I 3.380 1.180 0.413
H -1.146 -0.672 -1.202
H 1.183 0.194 1.479

Energy above the lowest of the compared OMol25 structures with the same formula, charge and spin   54.8 kcal per mole
Electronic energy   -45341.25006 eV
Charge   0
Frontier orbital gap (alpha / beta)   6.98 / 7.00 eV

Results of the natural (NBO) charge analysis, in e, for atoms 1 through 6: -0.673, -0.800, 0.129, 0.242, 0.302, 0.163